# C50H124N8O11

11 unconnected molecules or ions with the total composition C50H124N8O11 in a non-equilibrium geometry (ωB97M-V/def2-TZVPD, the OMol25 dataset).

Last column: Löwdin spin population.
Geometry (Å):
C (7.314157, 0.349560, 0.378977)  0.0000
O (5.895309, 0.434632, -0.058518)  0.0000
H (7.948577, 0.565004, -0.480788)  0.0000
H (7.597757, 0.990141, 1.214034)  0.0000
H (7.502817, -0.689290, 0.649718)  0.0000
H (5.308938, 0.187814, 0.660400)  0.0000
C (0.734243, -5.824620, 1.088824)  0.0000
O (0.163227, -5.432331, -0.131727)  0.0000
H (0.779354, -5.156499, 1.948869)  0.0000
H (0.145551, -6.680013, 1.420238)  0.0000
H (1.774931, -6.011077, 0.823687)  0.0000
H (0.414422, -5.903896, -0.929309)  0.0000
C (-1.370693, -2.187243, -4.732516)  0.0000
O (-2.727764, -2.075190, -4.381056)  0.0000
H (-1.254736, -2.426675, -5.789543)  0.0000
H (-0.730655, -1.349438, -4.455883)  0.0000
H (-0.942329, -3.113336, -4.349172)  0.0000
H (-3.018224, -1.172054, -4.527923)  0.0000
C (-5.561902, -0.561678, 0.578453)  0.0000
C (-4.288657, -1.486610, 0.592120)  0.0000
C (-4.576675, -3.013931, 0.756759)  0.0000
O (-3.483469, -3.831996, 0.450567)  0.0000
C (-2.545568, -3.889642, 1.460242)  0.0000
N (-3.588360, -1.203168, -0.679052)  0.0001
H (-5.420740, 0.505802, 0.747762)  0.0000
H (-6.217685, -1.012020, 1.323599)  0.0000
H (-6.142598, -0.537394, -0.343666)  0.0000
H (-3.724113, -0.987867, 1.379929)  0.0000
H (-5.297759, -3.214322, -0.035693)  0.0000
H (-4.950229, -3.163387, 1.769790)  0.0000
H (-2.376519, -2.880787, 1.836708)  0.0000
H (-1.601754, -4.400056, 1.268466)  0.0000
H (-2.902766, -4.442306, 2.329200)  0.0000
H (-3.988206, -1.929021, -1.256435)  0.0000
H (-2.669056, -1.525851, -0.412879)  0.0000
C (-1.872220, 0.221843, 5.579530)  0.0000
C (-1.799713, 0.190041, 7.161986)  0.0000
C (-0.493871, -0.349926, 7.740649)  0.0000
O (-0.560723, -0.430776, 9.119665)  0.0000
C (0.754597, -0.628167, 9.673875)  0.0000
N (-1.938517, 1.628009, 7.519807)  0.0000
H (-1.491664, -0.689881, 5.119038)  0.0000
H (-1.264367, 1.087864, 5.317578)  0.0000
H (-2.820641, 0.396968, 5.071668)  0.0000
H (-2.648955, -0.423729, 7.462291)  0.0000
H (0.383219, 0.210773, 7.417475)  0.0000
H (-0.295554, -1.379635, 7.443213)  0.0000
H (0.719741, -0.179687, 10.666728)  0.0000
H (1.529946, -0.110559, 9.109054)  0.0000
H (0.937850, -1.697291, 9.781068)  0.0000
H (-1.052319, 2.012368, 7.224826)  0.0000
H (-1.827432, 1.608676, 8.523494)  0.0000
C (-0.264788, -5.667039, 9.685479)  0.0000
C (-0.287891, -5.248958, 8.176490)  0.0000
C (1.004822, -4.757998, 7.674359)  0.0000
O (0.834476, -4.192736, 6.397624)  0.0000
C (2.034758, -3.726528, 5.704137)  0.0000
N (-0.921853, -6.371083, 7.524793)  0.0000
H (0.415977, -5.105295, 10.325092)  0.0000
H (0.071123, -6.703902, 9.672137)  0.0000
H (-1.226083, -5.554343, 10.186789)  0.0000
H (-1.020555, -4.461906, 7.998019)  0.0000
H (1.679192, -5.613847, 7.703397)  0.0000
H (1.381814, -3.959121, 8.312922)  0.0000
H (2.596953, -2.998757, 6.289281)  0.0000
H (1.531201, -3.191727, 4.898828)  0.0000
H (2.620149, -4.568538, 5.334755)  0.0000
H (-0.509451, -7.274092, 7.710795)  0.0000
H (-0.726722, -6.069134, 6.580939)  0.0000
C (-2.067833, -4.913169, -2.509116)  0.0000
C (-2.721326, -6.064850, -3.233057)  0.0000
C (-2.143598, -7.367388, -2.721168)  0.0000
O (-0.705064, -7.507595, -2.572455)  0.0000
C (-0.238533, -8.746034, -2.001808)  0.0000
N (-4.179260, -6.014094, -3.058162)  0.0000
H (-1.000612, -4.939119, -2.729246)  0.0000
H (-2.091280, -5.140516, -1.443346)  0.0000
H (-2.617074, -4.000009, -2.738390)  0.0000
H (-2.450327, -5.923044, -4.279264)  0.0000
H (-2.474801, -8.181717, -3.365577)  0.0000
H (-2.353716, -7.543482, -1.666202)  0.0000
H (-0.723110, -9.607966, -2.460465)  0.0000
H (-0.476276, -8.814003, -0.940215)  0.0000
H (0.850582, -8.727512, -1.961980)  0.0000
H (-4.134617, -6.258172, -2.079117)  0.0000
H (-4.701192, -6.800122, -3.418495)  0.0000
C (3.607592, 3.809231, -1.029864)  0.0000
C (5.042392, 4.403975, -1.298494)  0.0000
C (6.110752, 4.126798, -0.201610)  0.0000
O (5.698196, 4.538056, 1.080100)  0.0000
C (6.857862, 4.684009, 1.857603)  0.0000
N (5.436927, 3.918754, -2.675215)  0.0000
H (3.639345, 2.719939, -1.006735)  0.0000
H (2.899830, 4.011671, -1.833722)  0.0000
H (3.293686, 4.037379, -0.011273)  0.0000
H (4.713322, 5.441580, -1.354928)  0.0000
H (7.043330, 4.626586, -0.463542)  0.0000
H (6.476435, 3.119228, -0.399581)  0.0000
H (7.502665, 3.805363, 1.874700)  0.0000
H (6.476164, 4.744461, 2.876793)  0.0000
H (7.252956, 5.692335, 1.733988)  0.0000
H (4.648489, 4.261288, -3.205442)  0.0000
H (5.224475, 2.931408, -2.664431)  0.0000
C (-0.560862, -1.801548, -0.395475)  0.0000
C (0.829522, -1.365104, -0.680394)  0.0000
C (1.001882, 0.013685, -1.374381)  0.0000
C (0.901870, 1.249014, -0.466120)  0.0004
C (1.637187, 1.101762, 0.842467)  0.0001
C (1.380820, -0.248727, 1.665362)  0.0000
N (1.529352, -1.336376, 0.683088)  0.0000
O (1.629942, -2.573831, 1.251154)  0.0000
C (2.511742, -0.351015, 2.688733)  0.0000
C (-0.077974, -0.163285, 2.430282)  0.0001
C (1.572323, -2.367096, -1.558087)  0.0000
H (-1.086059, -0.959170, 0.054708)  0.0000
H (-0.524273, -2.513380, 0.429172)  0.0000
H (-1.066396, -2.188737, -1.280130)  0.0000
H (1.884378, -0.023244, -2.013082)  0.0000
H (0.221578, 0.028216, -2.135309)  0.0000
H (-0.151553, 1.513666, -0.374629)  0.0003
H (1.406615, 2.051895, -1.003447)  0.0001
H (1.194643, 1.872392, 1.473649)  0.0001
H (2.667395, 1.290482, 0.540540)  0.0000
H (2.415418, 0.444549, 3.427588)  0.0000
H (2.635453, -1.220225, 3.334688)  0.0000
H (3.448552, -0.251841, 2.140426)  0.0000
H (-0.875598, 0.184036, 1.773583)  0.0001
H (-0.389872, -1.199297, 2.562616)  0.0000
H (-0.031061, 0.401697, 3.361250)  0.0000
H (1.474097, -3.357234, -1.113023)  0.0000
H (2.662206, -2.356516, -1.546253)  0.0000
H (1.166822, -2.505209, -2.560379)  0.0000
H (2.553895, -2.772553, 1.082556)  0.0000
C (-2.263447, 4.118526, -3.236505)  0.0178
C (-2.839773, 4.681550, -1.838217)  0.0516
C (-4.265603, 4.053641, -1.560991)  0.0010
C (-4.907156, 4.242924, -0.224599)  0.0000
C (-3.860582, 3.747091, 0.829439)  0.0034
C (-2.408056, 4.436208, 0.679219)  0.0651
N (-1.991554, 4.383391, -0.663432)  0.5907
O (-0.708302, 4.788275, -0.933685)  0.0895
C (-2.385458, 5.879221, 1.238095)  0.0585
C (-1.424931, 3.531019, 1.588609)  0.0298
C (-2.808022, 6.253376, -2.017649)  0.0564
H (-1.314353, 4.592710, -3.486436)  -0.0002
H (-2.803820, 4.490253, -4.107078)  0.0004
H (-2.239075, 3.039830, -3.081837)  0.0008
H (-4.864764, 4.378993, -2.411427)  -0.0006
H (-4.306601, 2.970362, -1.674665)  0.0002
H (-5.866137, 3.748125, -0.070881)  0.0001
H (-5.027888, 5.306225, -0.017444)  0.0000
H (-3.744479, 2.664667, 0.774920)  0.0003
H (-4.286437, 4.006821, 1.798614)  -0.0002
H (-2.575931, 5.853349, 2.311012)  0.0053
H (-1.480766, 6.464597, 1.073855)  0.0011
H (-3.083179, 6.606848, 0.823548)  0.0014
H (-1.611695, 2.513937, 1.243974)  0.0001
H (-0.436364, 3.944410, 1.388759)  -0.0002
H (-1.595775, 3.524252, 2.665121)  0.0020
H (-1.781121, 6.565870, -2.207194)  0.0018
H (-3.396507, 6.838213, -1.310728)  0.0010
H (-3.447615, 6.553590, -2.847644)  0.0058
H (-0.357532, 3.933208, -1.193334)  0.0147
C (2.023936, 5.047792, -6.943824)  0.0000
C (2.316498, 3.623814, -6.748086)  0.0000
C (2.443616, 3.304631, -5.230494)  0.0000
C (1.097834, 3.115348, -4.572825)  0.0000
C (0.180130, 2.207388, -5.367766)  0.0002
C (-0.083836, 2.625257, -6.857787)  0.0000
N (1.215894, 2.868128, -7.445249)  0.0000
O (1.048908, 3.156516, -8.855920)  0.0000
C (-0.630119, 1.278410, -7.405957)  0.0000
C (-1.096267, 3.749276, -6.754643)  0.0001
C (3.690423, 3.267409, -7.302478)  0.0000
H (2.744528, 5.634719, -6.374289)  0.0000
H (1.065567, 5.419796, -6.581561)  0.0000
H (1.950839, 5.267576, -8.008928)  0.0000
H (3.035811, 2.466989, -4.862062)  0.0000
H (2.827706, 4.196304, -4.735016)  0.0000
H (0.693855, 4.089792, -4.298304)  0.0000
H (1.348050, 2.553065, -3.673191)  0.0000
H (-0.777908, 2.290127, -4.854521)  0.0002
H (0.665007, 1.238138, -5.251362)  0.0000
H (-1.700342, 1.091955, -7.316708)  0.0000
H (-0.589898, 1.496272, -8.473208)  0.0000
H (-0.059650, 0.359911, -7.268007)  0.0000
H (-2.076689, 3.290956, -6.624986)  0.0000
H (-0.864077, 4.397204, -5.909427)  0.0001
H (-1.064291, 4.328700, -7.677325)  0.0000
H (4.544595, 3.707634, -6.787994)  0.0000
H (3.700598, 3.398341, -8.384532)  0.0000
H (3.902299, 2.207214, -7.163915)  0.0000
H (1.200153, 2.356441, -9.364453)  0.0000

Cartesian forces (eV/Å) of the 6 atoms listed first:
C -1.4 -0.8 -0.5
O 1.6 0.5 0.1
H -0.3 0.2 0.0
H -0.4 0.2 0.0
H 0.2 0.0 0.1
H 0.2 -0.1 0.2

Calculated values
E_HOMO (alpha / beta) = -10.02 / -10.01 eV
E = -88282.4708 eV
Largest force on an atom = 0.0811 hartree/bohr
Spin multiplicity = 2
Charge = +1
Orbital gap (alpha / beta) = 8.052 / 3.642 eV